# C22H39BIN4O5

2 unconnected molecules or ions with the total composition C22H39BIN4O5 (ωB97M-V with the def2-TZVPD basis set, the OMol25 dataset).

Properties
- calculated total energy (eV) = -48401.5935
- molecular weight (u) = 577.29
- HOMO (eV) = -11.3
- charge = +1
- gap between HOMO and LUMO (eV) = 8.32

Bonds (Å) are listed after each position.
Geometry (Å):
1 I -0.1509 -1.2414 5.7118  C14 2.232
2 O 6.6044 1.6287 -0.7901  C22 1.226
3 O 3.5835 -0.1597 -1.9641  C19 1.362
4 O 1.4577 -0.0383 3.4243  C14 1.363
5 O -4.8148 4.1624 0.9399  C15 1.351
6 O 1.2428 -3.9926 1.1322  B33 1.498, H71 1.017
7 N -1.4036 -0.9031 -1.5505  C27 1.495, C32 1.500, H42 1.065, H43 1.061
8 N 2.7159 0.4506 0.2327  C12 1.543, C19 1.510, C26 1.513
9 N 7.2667 0.2894 -2.4750  C22 1.361, H34 1.012, H69 1.010
10 N -4.2646 2.1577 -0.3344  C15 1.513, C16 1.537, C18 1.513
11 C 1.1226 -0.7904 -1.7373  C19 1.636, C32 1.661, H50 1.194, H65 1.178
12 C 3.9546 -0.1685 0.9138  N8 1.543, H35 1.170, H40 1.193, H56 1.186
13 C -1.4319 -2.6808 2.5795  C20 1.428, C21 1.674
14 C 0.1588 -0.3546 3.6872  I1 2.232, O4 1.363, C31 1.659
15 C -5.1329 2.8765 0.6753  O5 1.351, N10 1.513, C17 1.643
16 C -3.0629 1.4743 0.3385  N10 1.537, C23 1.636, H38 1.178, H63 1.169
17 C -6.4509 2.2559 1.4351  C15 1.643, H37 1.189, H44 1.170, H47 1.190
18 C -3.8233 3.0814 -1.4482  N10 1.513, C25 1.663, H41 1.175, H48 1.183
19 C 2.5061 -0.1627 -1.1317  O3 1.362, N8 1.510, C11 1.636
20 C -1.7638 -3.7245 3.4951  C13 1.428, H70 1.194
21 C -1.3317 -1.3471 1.5732  C13 1.674, C28 1.653, C30 1.636, C31 1.671
22 C 7.5199 1.1328 -1.4369  O2 1.226, N9 1.361, C29 1.501
23 C -3.6304 0.1027 1.0276  C16 1.636, C30 1.645, H60 1.194, H66 1.195
24 C -0.4851 -4.1215 -0.9124  B33 1.668, H52 1.192, H53 1.174, H64 1.170
25 C -3.7286 2.1450 -2.8187  C18 1.663, H57 1.187, H59 1.194, H61 1.181
26 C 3.0557 1.9153 0.0625  N8 1.513, H39 1.187, H62 1.177, H68 1.177
27 C -2.6301 -1.4291 -0.8759  N7 1.495, C30 1.629, H54 1.194, H72 1.193
28 C -0.0247 -1.6481 0.6070  C21 1.653, C32 1.632, B33 1.647, H58 1.194
29 C 8.9681 1.4046 -1.1492  C22 1.501, H46 1.093, H51 1.093, H55 1.094
30 C -2.7356 -1.2476 0.7396  C21 1.636, C23 1.645, C27 1.629, H67 1.195
31 C -1.0805 -0.0698 2.6214  C14 1.659, C21 1.671, H45 1.183, H49 1.194
32 C -0.1793 -0.6958 -0.7098  N7 1.500, C11 1.661, C28 1.632, H36 1.194
33 B 0.2448 -3.2439 0.3039  O6 1.498, C24 1.668, C28 1.647
34 H 6.2976 0.0908 -2.6882  N9 1.012
35 H 3.8430 -1.3159 1.1141  C12 1.170
36 H -0.1724 0.4305 -0.3146  C32 1.194
37 H -7.3310 1.9593 0.6924  C17 1.189
38 H -2.7156 2.2033 1.1960  C16 1.178
39 H 4.2332 2.0628 0.0233  C26 1.187
40 H 4.1512 0.3835 1.9527  C12 1.193
41 H -2.7905 3.5428 -1.1288  C18 1.175
42 H -1.1474 -1.5738 -2.3366  N7 1.065
43 H -1.6249 0.0123 -2.0389  N7 1.061
44 H -6.2364 1.3260 2.1124  C17 1.170
45 H -0.8683 0.9071 1.9881  C31 1.183
46 H 9.1566 2.4770 -1.2496  C29 1.093
47 H -6.9055 3.1110 2.1261  C17 1.190
48 H -4.6238 3.9229 -1.6734  C18 1.183
49 H -2.0325 0.1289 3.3133  C31 1.194
50 H 0.8324 -0.1144 -2.6770  C11 1.194
51 H 9.1950 1.0854 -0.1283  C29 1.093
52 H 0.0369 -5.1922 -0.9526  C24 1.192
53 H -1.6165 -4.3257 -0.6762  C24 1.174
54 H -3.5626 -0.8517 -1.3472  C27 1.194
55 H 9.6264 0.8678 -1.8380  C29 1.094
56 H 4.9446 0.0080 0.2850  C12 1.186
57 H -2.5950 1.7979 -2.8767  C25 1.187
58 H 0.9508 -1.2648 1.1793  C28 1.194
59 H -4.4329 1.2045 -2.6074  C25 1.194
60 H -3.8880 0.2656 2.1821  C23 1.194
61 H -4.0770 2.7406 -3.7773  C25 1.181
62 H 2.6719 2.5665 0.9641  C26 1.177
63 H -2.1517 1.3393 -0.3812  C16 1.169
64 H -0.3159 -3.5982 -1.9454  C24 1.170
65 H 1.2839 -1.8738 -2.1717  C11 1.178
66 H -4.6920 -0.1060 0.5212  C23 1.195
67 H -3.4105 -2.1539 1.1287  C30 1.195
68 H 2.6182 2.3382 -0.9449  C26 1.177
69 H 7.9861 -0.1430 -3.0363  N9 1.010
70 H -1.9967 -4.2500 4.5412  C20 1.194
71 H 1.8699 -4.5022 0.5155  O6 1.017
72 H -2.7860 -2.5639 -1.2109  C27 1.193